Entry from the Open Molecules 2025 dataset: an isolated molecule of C18H19Cl2N3O5 (ωB97M-V/def2-TZVPD).

XYZ file:
```
47
Properties=species:S:1:pos:R:3:lowdin_charge:R:1
C 1.006 -0.471 -3.485 -0.001
H 2.032 -0.658 -3.790 0.085
C 0.614 -1.402 -2.344 -0.243
C -0.878 -1.195 -2.017 -0.423
O -1.726 -1.722 -2.689 0.109
N -1.106 -0.388 -0.943 0.163
C -2.370 -0.056 -0.481 -0.299
N -3.350 0.067 -1.358 0.154
C -4.567 0.374 -0.962 -0.148
C -4.874 0.602 0.372 -0.663
C -3.866 0.488 1.323 -0.110
C -2.598 0.145 0.893 -0.562
Cl -1.334 -0.055 2.041 0.766
H -4.069 0.647 2.370 0.108
Cl -6.473 1.018 0.857 0.678
H -5.314 0.448 -1.739 0.112
H -0.322 0.008 -0.415 0.084
H 0.737 -2.454 -2.630 0.162
O 1.463 -1.108 -1.235 0.019
C 1.431 -1.938 -0.193 -0.449
O 0.863 -2.995 -0.172 0.155
C 2.173 -1.345 1.012 -0.186
N 2.847 -0.114 0.688 0.143
C 2.175 1.010 0.360 -0.396
O 0.955 1.099 0.387 0.024
C 3.031 2.140 -0.011 -0.177
C 2.688 3.418 -0.375 0.019
C 3.901 4.090 -0.637 -0.044
C 4.890 3.179 -0.417 -0.101
O 4.380 1.999 -0.040 0.050
H 5.957 3.249 -0.493 0.125
H 4.021 5.108 -0.946 0.105
H 1.694 3.808 -0.439 0.122
H 3.839 -0.148 0.517 0.135
H 1.376 -1.106 1.732 0.142
C 3.112 -2.387 1.637 -0.363
C 3.651 -1.893 2.977 -0.059
H 4.236 -0.984 2.849 0.077
H 2.836 -1.682 3.664 0.082
H 4.290 -2.650 3.424 0.081
C 4.250 -2.762 0.688 -0.047
H 4.945 -1.936 0.545 0.077
H 3.856 -3.061 -0.281 0.085
H 4.810 -3.597 1.099 0.085
H 2.500 -3.279 1.805 0.144
H 0.916 0.562 -3.159 0.090
H 0.341 -0.642 -4.327 0.092
```

The calculation puts the LUMO energy at 0.455 eV. For the largest force on an atom, the calculation gives 0.025 hartree/bohr. The structure (SMILES) is CC(C)[C@@H](NC(=O)c1ccco1)C(=O)O[C@H](C)C(=O)Nc1ncc(Cl)cc1Cl. The energy relative to the best compared isomer or geometry (same formula, charge and spin) is 20.9 kcal per mole. The value obtained for the HOMO-LUMO gap is 9.08 eV.

---

Entry from the Open Molecules 2025 dataset: an isolated molecule of C18H19Cl2NO4 (ωB97M-V/def2-TZVPD).

XYZ file:
```
44
Properties=species:S:1:pos:R:3:lowdin_charge:R:1
C -4.823 1.321 -2.408 -0.083
H -5.749 1.696 -1.975 0.096
O -4.118 0.746 -1.337 -0.117
C -2.901 0.159 -1.586 -0.191
C -2.312 0.137 -2.844 -0.014
C -1.078 -0.449 -3.061 -0.043
C -0.393 -1.048 -2.017 -0.250
C -0.979 -1.035 -0.761 0.028
C -2.217 -0.447 -0.516 -0.187
O -2.608 -0.525 0.787 -0.065
C -3.887 -0.102 1.204 -0.073
H -3.932 -0.348 2.264 0.094
H -4.021 0.973 1.073 0.093
H -4.680 -0.633 0.673 0.096
H -0.492 -1.502 0.082 0.123
C 0.978 -1.629 -2.215 -0.126
H 1.081 -2.019 -3.228 0.117
H 1.148 -2.445 -1.511 0.115
C 2.049 -0.548 -2.000 -0.152
N 1.974 0.002 -0.668 0.062
C 2.981 -0.083 0.222 -0.534
O 4.048 -0.612 -0.007 0.074
C 2.664 0.599 1.533 -0.081
C 2.692 1.995 1.530 -0.593
C 2.488 2.746 2.671 -0.107
C 2.240 2.089 3.865 -0.095
C 2.201 0.712 3.892 -0.582
C 2.414 -0.067 2.738 -0.238
O 2.316 -1.394 2.943 -0.095
C 2.506 -2.327 1.904 -0.046
H 2.324 -3.299 2.361 0.102
H 1.791 -2.171 1.091 0.084
H 3.522 -2.292 1.507 0.097
Cl 1.885 -0.108 5.373 0.732
H 2.077 2.645 4.774 0.109
H 2.526 3.821 2.629 0.104
Cl 3.016 2.818 0.043 0.741
H 1.111 0.456 -0.410 0.139
H 3.050 -0.971 -2.111 0.124
H 1.913 0.255 -2.732 0.128
H -0.655 -0.440 -4.054 0.114
H -2.819 0.590 -3.680 0.103
H -5.060 0.582 -3.181 0.098
H -4.272 2.154 -2.856 0.097
```

The calculation puts the LUMO energy at 0.592 eV. For the largest force on an atom, the calculation gives 0.010 hartree/bohr. The structure (SMILES) is COc1ccc(CCNC(=O)c2c(Cl)ccc(Cl)c2OC)cc1OC. The energy relative to the best compared isomer or geometry (same formula, charge and spin) is 10.7 kcal per mole. The value obtained for the HOMO-LUMO gap is 8.84 eV.

---

Entry from the Open Molecules 2025 dataset: C18H19ClF19INbO5S as an isolated structure (ωB97M-V/def2-TZVPD).

XYZ file:
```
65
Properties=species:S:1:pos:R:3:lowdin_charge:R:1
O 1.604 -4.048 -3.153 -0.025
C 1.300 -5.194 -3.041 -0.886
Cl 1.090 -6.156 -4.600 0.512
C 1.095 -5.978 -1.820 -0.360
Nb -0.696 -5.410 -0.533 1.450
O -2.363 -4.972 0.516 -0.488
S -0.184 -2.990 -0.607 0.280
C -1.202 -7.622 -0.297 -0.308
C 0.001 -8.526 0.064 -0.242
C -0.006 -9.708 -0.829 -0.256
F -0.959 -10.636 -0.642 0.076
C 0.892 -9.863 -1.806 -0.330
F 0.574 -10.233 -3.035 0.132
F 2.183 -9.654 -1.646 0.137
C 0.655 -5.615 1.376 -0.359
C 0.954 -4.353 2.043 -0.982
O 1.970 -3.723 1.942 -0.052
I -0.624 -3.597 3.363 0.697
H 2.002 -5.987 -1.227 0.062
H 0.914 -7.001 -2.134 0.007
H -1.654 -5.361 -2.074 -0.071
H -2.196 -5.205 1.439 -0.072
H 1.144 -2.819 -0.679 -0.210
H -1.899 -7.684 0.530 0.033
H -1.722 -7.973 -1.183 0.043
H 0.972 -8.063 -0.074 0.076
H -0.066 -8.835 1.103 0.107
H 0.230 -6.308 2.097 0.039
H 1.614 -5.992 1.043 0.044
C -0.159 1.063 2.345 -0.035
C -0.564 2.404 2.994 -0.437
C -1.955 2.966 2.687 -0.305
F -2.115 3.248 1.383 0.097
F -2.124 4.129 3.370 0.081
F 0.376 3.339 2.726 0.123
F -0.542 2.199 4.342 0.102
O 0.666 1.098 1.187 0.045
C 0.141 1.206 -0.086 -0.549
C 0.616 2.481 -0.785 -0.280
F 0.233 3.575 -0.091 0.083
F 0.068 2.562 -2.017 0.101
F -1.200 1.107 -0.077 0.152
F 0.603 0.158 -0.780 0.129
H 0.469 0.576 3.089 0.149
H -1.014 0.401 2.209 0.146
H -2.734 2.266 3.001 0.173
H 1.703 2.485 -0.877 0.175
C 0.841 7.232 -0.649 -0.032
C 1.014 7.951 0.704 -0.439
C -0.233 8.162 1.569 -0.303
F -1.143 8.943 0.959 0.097
F 0.129 8.785 2.717 0.093
F 1.647 9.129 0.507 0.128
F 1.853 7.173 1.443 0.107
O 0.776 8.031 -1.829 0.044
C -0.407 8.560 -2.292 -0.545
C -0.370 10.091 -2.313 -0.290
F -0.170 10.587 -1.079 0.103
F -1.555 10.561 -2.765 0.096
F -1.467 8.092 -1.615 0.156
F -0.549 8.150 -3.572 0.144
H 1.758 6.660 -0.780 0.148
H 0.043 6.491 -0.618 0.141
H -0.693 7.204 1.826 0.174
H 0.432 10.441 -2.967 0.174
```

The calculation puts the LUMO energy at 1.500 eV. For the largest force on an atom, the calculation gives 0.072 hartree/bohr. As for the net charge: -1. The value obtained for the HOMO-LUMO gap is 7.52 eV.

---

Entry from the Open Molecules 2025 dataset: an isolated molecule of C18H19ClF3N5O2 (ωB97M-V/def2-TZVPD).

XYZ file:
```
48
Properties=species:S:1:pos:R:3:lowdin_charge:R:1
O 0.539 -1.515 2.587 0.096
F 3.225 1.536 1.751 0.174
F 4.299 3.260 1.098 0.153
F 5.422 1.637 1.671 0.139
Cl 7.453 0.458 -2.583 0.619
N -2.264 1.923 3.244 0.005
N -3.365 1.299 3.657 0.065
N 3.285 0.238 -2.231 0.145
O 1.385 2.086 0.163 -0.176
C -0.200 -0.796 1.914 -0.382
C 4.565 0.242 -2.795 -0.081
C -1.176 1.345 2.699 -0.039
C -3.488 -0.001 3.390 -0.348
C 3.177 0.897 -1.095 -0.155
C -2.472 -0.746 2.769 0.054
C 5.589 1.305 -0.897 -0.031
C 5.719 0.649 -2.122 -0.565
C -1.351 -0.053 2.423 -0.141
C 4.301 1.385 -0.360 -0.011
N -4.622 -0.561 3.869 -0.014
N 0.130 -0.772 0.550 -0.056
C 1.631 3.412 -0.326 -0.058
C 4.272 1.933 1.052 -0.609
C -5.316 -1.692 3.234 -0.064
C -0.824 -0.691 -0.479 -0.197
C 1.504 -0.487 0.206 -0.038
C -0.709 0.624 -1.102 -0.174
C 0.677 0.830 -1.677 -0.135
C 1.713 0.876 -0.584 -0.346
H 4.699 -0.219 -3.839 0.137
H -0.351 1.944 2.262 0.122
H -2.506 -1.801 2.545 0.127
H 6.414 1.490 -0.286 0.099
H -5.158 0.168 4.229 0.097
H 2.630 3.475 -0.814 0.095
H 0.841 3.658 -0.983 0.066
H 1.624 4.153 0.542 0.122
H -5.399 -2.484 3.993 0.086
H -4.784 -2.067 2.388 0.054
H -6.269 -1.273 2.768 0.109
H -0.723 -1.573 -1.174 0.154
H -1.794 -0.773 -0.038 0.114
H 1.978 -1.334 -0.347 0.149
H 2.041 -0.341 1.234 0.154
H -1.102 1.395 -0.493 0.105
H -1.398 0.693 -2.021 0.147
H 0.700 1.703 -2.201 0.083
H 0.860 -0.034 -2.393 0.146
```

The calculation puts the LUMO energy at -0.187 eV. For the largest force on an atom, the calculation gives 0.084 hartree/bohr. The structure (SMILES) is CNc1cc(C(=O)N2CCC[C@](OC)(c3ncc(Cl)cc3C(F)(F)F)C2)cnn1. The value obtained for the HOMO-LUMO gap is 8.51 eV.

---

What did the third record say?
Entry from the Open Molecules 2025 dataset: C18H19ClF19INbO5S as an isolated structure (ωB97M-V/def2-TZVPD).

XYZ file:
```
65
Properties=species:S:1:pos:R:3:lowdin_charge:R:1
O 1.604 -4.048 -3.153 -0.025
C 1.300 -5.194 -3.041 -0.886
Cl 1.090 -6.156 -4.600 0.512
C 1.095 -5.978 -1.820 -0.360
Nb -0.696 -5.410 -0.533 1.450
O -2.363 -4.972 0.516 -0.488
S -0.184 -2.990 -0.607 0.280
C -1.202 -7.622 -0.297 -0.308
C 0.001 -8.526 0.064 -0.242
C -0.006 -9.708 -0.829 -0.256
F -0.959 -10.636 -0.642 0.076
C 0.892 -9.863 -1.806 -0.330
F 0.574 -10.233 -3.035 0.132
F 2.183 -9.654 -1.646 0.137
C 0.655 -5.615 1.376 -0.359
C 0.954 -4.353 2.043 -0.982
O 1.970 -3.723 1.942 -0.052
I -0.624 -3.597 3.363 0.697
H 2.002 -5.987 -1.227 0.062
H 0.914 -7.001 -2.134 0.007
H -1.654 -5.361 -2.074 -0.071
H -2.196 -5.205 1.439 -0.072
H 1.144 -2.819 -0.679 -0.210
H -1.899 -7.684 0.530 0.033
H -1.722 -7.973 -1.183 0.043
H 0.972 -8.063 -0.074 0.076
H -0.066 -8.835 1.103 0.107
H 0.230 -6.308 2.097 0.039
H 1.614 -5.992 1.043 0.044
C -0.159 1.063 2.345 -0.035
C -0.564 2.404 2.994 -0.437
C -1.955 2.966 2.687 -0.305
F -2.115 3.248 1.383 0.097
F -2.124 4.129 3.370 0.081
F 0.376 3.339 2.726 0.123
F -0.542 2.199 4.342 0.102
O 0.666 1.098 1.187 0.045
C 0.141 1.206 -0.086 -0.549
C 0.616 2.481 -0.785 -0.280
F 0.233 3.575 -0.091 0.083
F 0.068 2.562 -2.017 0.101
F -1.200 1.107 -0.077 0.152
F 0.603 0.158 -0.780 0.129
H 0.469 0.576 3.089 0.149
H -1.014 0.401 2.209 0.146
H -2.734 2.266 3.001 0.173
H 1.703 2.485 -0.877 0.175
C 0.841 7.232 -0.649 -0.032
C 1.014 7.951 0.704 -0.439
C -0.233 8.162 1.569 -0.303
F -1.143 8.943 0.959 0.097
F 0.129 8.785 2.717 0.093
F 1.647 9.129 0.507 0.128
F 1.853 7.173 1.443 0.107
O 0.776 8.031 -1.829 0.044
C -0.407 8.560 -2.292 -0.545
C -0.370 10.091 -2.313 -0.290
F -0.170 10.587 -1.079 0.103
F -1.555 10.561 -2.765 0.096
F -1.467 8.092 -1.615 0.156
F -0.549 8.150 -3.572 0.144
H 1.758 6.660 -0.780 0.148
H 0.043 6.491 -0.618 0.141
H -0.693 7.204 1.826 0.174
H 0.432 10.441 -2.967 0.174
```

The calculation puts the LUMO energy at 1.500 eV. For the largest force on an atom, the calculation gives 0.072 hartree/bohr. As for the net charge: -1. The value obtained for the HOMO-LUMO gap is 7.52 eV.

---

Which value of largest force on an atom does entry 4 give? 0.084 hartree/bohr

---

Number 3 is which compound? C18H19ClF19INbO5S